1.
DFT (ωB97M-V/def2-TZVPD) results for 6 unconnected molecules or ions with the total composition H12O6.

Electronic energy ... -458.6601 Ha
ΔE to the lowest compared entry with this formula, charge and spin ... 7.7 kcal/mol
LUMO energy ... 0.39 eV
HOMO level ... -11.289 eV
SMILES ... O.O.O.O.O.O

Element x y z (Å)
O 1.70 -0.41 -0.38
H 1.28 -1.02 -1.00
H 2.64 -0.84 -0.33
O -0.26 -0.94 1.76
H 0.58 -0.92 1.25
H -0.35 0.03 1.96
O -1.64 -0.52 -0.49
H -1.12 -0.73 0.34
H -2.55 -0.72 -0.26
O 0.13 1.85 -0.58
H 0.98 1.35 -0.50
H -0.57 1.17 -0.81
O 0.10 -1.73 -2.18
H -0.72 -1.61 -1.63
H 0.08 -0.94 -2.81
O -0.40 1.78 2.02
H -0.19 2.03 1.09
H 0.31 2.19 2.53

=====

2.
DFT (ωB97M-V/def2-TZVPD) results for 6 unconnected molecules or ions with the total composition H12O6.

<S²> ... 0.76
Electronic energy ... -458.2156 Ha
Net charge ... +1
Multiplicity ... 2
ΔE to the lowest compared entry with this formula, charge and spin ... 35.1 kcal/mol
LUMO energy (alpha / beta) ... -3.56 / -11.14 eV
HOMO level (alpha / beta) ... -14.228 / -14.228 eV

Element x y z (Å)
O 12.10 0.92 8.94
H 11.67 1.35 9.69
H 13.03 0.91 9.17
O 16.37 -0.83 8.77
H 16.90 -0.61 9.53
H 15.67 -0.18 8.77
O 14.49 1.34 9.61
H 14.82 1.53 10.48
H 15.02 1.88 9.02
O 10.57 -1.01 7.86
H 11.25 -0.43 8.22
H 9.77 -0.73 8.30
O 12.65 -0.46 5.64
H 12.96 0.39 5.33
H 12.41 -0.31 6.55
O 9.07 1.67 10.89
H 8.65 1.60 11.74
H 8.52 1.15 10.30

=====

3.
DFT (ωB97M-V/def2-TZVPD) results for a molecular structure, H12O6Pt.

<S²> ... 2.00
Electronic energy ... -577.2771 Ha
Net charge ... +2
Multiplicity ... 3
ΔE to the lowest compared entry with this formula, charge and spin ... 8.7 kcal/mol
LUMO energy (alpha / beta) ... -7.23 / -8.29 eV
HOMO level (alpha / beta) ... -17.688 / -18.333 eV

Element x y z (Å)
Pt 0.00 -0.03 -0.06
O 2.17 0.57 -0.13
H 2.94 0.48 -0.71
H 2.52 0.94 0.70
O -0.06 -0.16 -2.21
H -0.71 0.26 -2.81
H 0.44 -0.79 -2.76
O -1.17 1.85 -0.48
H -1.96 2.06 0.05
H -1.00 2.65 -1.01
O -0.09 0.78 2.04
H 0.37 1.62 2.19
H -0.80 0.74 2.71
O 1.05 -1.84 0.80
H 0.71 -2.70 1.10
H 2.00 -1.84 1.02
O -1.82 -1.32 -0.04
H -2.57 -1.57 0.53
H -2.03 -1.69 -0.92

=====

4.
DFT (ωB97M-V/def2-TZVPD) results for 7 unconnected molecules or ions with the total composition H13O10S.

Electronic energy ... -1158.3147 Ha
Net charge ... -1
ΔE to the lowest compared entry with this formula, charge and spin ... 44.4 kcal/mol
LUMO energy ... 1.85 eV
HOMO level ... -3.320 eV

Element x y z (Å)
O -0.15 -0.74 -0.39
H 0.31 -0.46 0.41
H 0.41 -0.90 -1.00
H -0.81 -0.20 -0.66
S 1.85 1.54 1.90
O 2.36 1.20 3.08
O 2.93 1.34 0.88
O 0.70 0.60 1.53
O 1.35 2.89 1.82
O -1.45 1.63 -1.26
H -1.41 1.89 -2.26
H -1.08 2.47 -0.80
O -0.74 -0.60 -3.25
H -0.62 -1.52 -3.14
H -1.49 -0.19 -3.67
O -1.09 -0.17 2.75
H -0.46 -0.63 3.31
H -0.34 0.24 2.28
O -2.65 -2.07 1.30
H -2.11 -1.35 1.62
H -3.49 -1.74 1.18
O 2.33 -1.12 -1.61
H 2.47 -0.79 -2.66
H 3.19 -1.34 -1.36

=====

5.
DFT (ωB97M-V/def2-TZVPD) results for 6 unconnected molecules or ions with the total composition H13O6.

Electronic energy ... -458.9543 Ha
Net charge ... +1
ΔE to the lowest compared entry with this formula, charge and spin ... 40.2 kcal/mol
LUMO energy ... -3.20 eV
HOMO level ... -13.946 eV

Element x y z (Å)
O -1.88 -0.10 -0.38
H -2.07 0.61 -1.01
H -2.53 -0.28 0.30
O -2.36 3.80 -1.84
H -3.22 4.02 -2.20
H -1.83 4.59 -1.91
O 0.68 1.63 0.51
H 0.09 2.42 0.65
H 1.55 2.06 0.48
O 0.25 -1.01 3.29
H -0.36 -1.75 3.20
H 0.75 -1.24 4.08
O 2.76 -3.77 -1.96
H 3.19 -4.61 -2.17
H 2.46 -3.53 -2.85
O 0.73 -0.93 0.36
H 1.15 -0.98 1.25
H -0.18 -1.02 -0.03
H 0.81 0.10 0.24

=====

6.
DFT (ωB97M-V/def2-TZVPD) results for a molecular structure, H14KO7.

Electronic energy ... -1134.8718 Ha
Net charge ... +1
ΔE to the lowest compared entry with this formula, charge and spin ... 4.8 kcal/mol
LUMO energy ... -3.21 eV
HOMO level ... -13.965 eV

Element x y z (Å)
K -0.15 -0.09 -0.31
O -1.28 -2.27 -2.14
H -0.69 -2.80 -2.68
H -1.33 -1.41 -2.60
O -2.56 0.65 0.54
H -2.84 -0.08 1.12
H -3.36 1.17 0.39
O 1.58 -1.05 -2.11
H 2.47 -0.75 -2.35
H 1.47 -1.85 -2.64
O 2.24 1.70 -0.43
H 2.55 1.47 -1.31
H 3.03 1.89 0.09
O 0.64 0.67 2.39
H -0.04 0.56 3.07
H 1.39 1.08 2.83
O -1.13 -2.17 1.45
H -0.75 -2.48 2.28
H -1.14 -2.93 0.86
O -0.28 3.05 0.24
H -0.39 3.06 1.20
H 0.57 2.60 0.10

=====

7.
DFT (ωB97M-V/def2-TZVPD) results for 8 unconnected molecules or ions with the total composition H14NO10.

Electronic energy ... -815.5194 Ha
Net charge ... -1
ΔE to the lowest compared entry with this formula, charge and spin ... 23.8 kcal/mol
LUMO energy ... 3.33 eV
HOMO level ... -6.707 eV

Element x y z (Å)
N -23.05 -16.75 15.70
O -22.84 -16.80 14.51
O -22.12 -16.76 16.51
O -24.12 -16.18 16.02
O -25.12 -14.75 13.69
H -25.20 -15.32 14.46
H -25.98 -14.35 13.59
O -20.52 -18.60 18.02
H -20.46 -17.93 18.68
H -21.29 -18.33 17.51
O -23.35 -19.14 12.48
H -22.86 -18.40 12.14
H -23.92 -18.79 13.16
O -21.40 -14.44 12.92
H -20.53 -14.86 12.79
H -21.94 -15.14 13.34
O -20.01 -16.58 14.48
H -19.62 -17.30 14.98
H -20.93 -16.58 14.79
O -21.18 -14.33 17.11
H -21.59 -15.20 16.99
H -20.43 -14.33 16.54
O -25.14 -13.61 16.46
H -25.30 -14.56 16.41
H -24.53 -13.55 15.77

=====

8.
DFT (ωB97M-V/def2-TZVPD) results for 8 unconnected molecules or ions with the total composition H14NO10.

Electronic energy ... -815.5164 Ha
Net charge ... -1
ΔE to the lowest compared entry with this formula, charge and spin ... 25.8 kcal/mol
LUMO energy ... 3.22 eV
HOMO level ... -6.863 eV

Element x y z (Å)
N -0.07 0.35 -0.27
O -1.29 -0.01 -0.55
O 0.20 1.02 0.71
O 0.77 0.00 -1.08
O -3.13 -0.80 1.19
H -2.48 -0.49 0.61
H -3.02 -0.25 1.96
O -1.28 1.83 -3.02
H -1.16 1.07 -2.51
H -1.73 1.42 -3.78
O 1.21 -2.88 -2.03
H 1.50 -2.09 -1.67
H 0.32 -3.01 -1.70
O -0.52 1.25 3.47
H -1.05 0.58 3.87
H -0.33 0.94 2.51
O 3.54 0.81 -0.80
H 2.56 0.72 -0.61
H 3.73 1.72 -0.68
O -1.07 -2.98 -0.21
H -1.30 -3.85 -0.64
H -1.52 -2.18 -0.69
O 2.22 2.48 1.75
H 1.33 2.10 1.62
H 2.60 2.25 2.56

=====

9.
DFT (ωB97M-V/def2-TZVPD) results for 8 unconnected molecules or ions with the total composition H14NO10.

Electronic energy ... -815.5532 Ha
Net charge ... -1
ΔE to the lowest compared entry with this formula, charge and spin ... 2.6 kcal/mol
LUMO energy ... 3.30 eV
HOMO level ... -6.993 eV

Element x y z (Å)
N 0.02 -0.16 0.36
O 0.46 0.74 -0.40
O 0.06 -0.03 1.59
O -0.44 -1.21 -0.15
O -1.32 0.58 4.00
H -0.86 0.62 3.14
H -1.00 1.35 4.47
O 2.12 -2.92 0.22
H 2.31 -2.45 1.04
H 1.61 -2.28 -0.29
O -3.34 -0.33 0.01
H -3.86 -0.83 -0.62
H -2.54 -0.85 0.13
O -1.69 2.69 1.16
H -1.07 1.95 1.22
H -2.55 2.27 1.17
O -0.72 -1.93 -2.91
H -0.72 -1.68 -1.97
H -0.24 -1.20 -3.32
O 3.32 1.51 -0.15
H 3.25 2.46 -0.10
H 2.41 1.21 -0.33
O 1.52 0.32 -3.12
H 2.10 -0.42 -2.90
H 1.16 0.59 -2.26

=====

10.
DFT (ωB97M-V/def2-TZVPD) results for a molecular structure, H14NaO7.

Electronic energy ... -697.2290 Ha
Net charge ... +1
ΔE to the lowest compared entry with this formula, charge and spin ... 21.8 kcal/mol
LUMO energy ... -3.42 eV
HOMO level ... -14.179 eV

Element x y z (Å)
Na 0.12 0.12 -0.16
O 0.72 2.62 0.05
H 1.66 2.72 -0.12
H 0.37 3.51 -0.02
O 0.37 -2.20 -1.38
H 0.15 -3.09 -1.12
H 1.18 -2.29 -1.89
O 0.62 -0.41 2.22
H 1.20 -0.96 2.74
H -0.22 -0.45 2.67
O 2.55 0.06 -0.57
H 2.95 0.92 -0.70
H 3.27 -0.49 -0.24
O -1.17 -0.88 -3.14
H -0.67 -1.39 -2.50
H -2.08 -0.94 -2.84
O -1.25 2.08 2.27
H -1.53 1.24 2.64
H -0.37 1.90 1.93
O -2.27 -0.53 -0.02
H -2.96 -0.74 -0.65
H -2.64 -0.80 0.83